Entry 1:
Density functional theory data (wB97M-V/def2-TZVPD) for a molecular structure, C33H26MgN4O5S.

```
70
Properties=species:S:1:pos:R:3
Mg -0.2196 0.7843 -0.1442
O -0.8502 0.9016 4.3180
C 0.4455 0.9838 4.6573
C 0.7365 1.1847 6.0100
C 2.0458 1.2562 6.4424
C 3.0941 1.1318 5.5342
C 2.8034 0.9415 4.1941
C 1.4928 0.8705 3.7254
C 1.2226 0.6734 2.2633
O -0.0070 0.5358 1.8905
N 2.2683 0.6918 1.4804
N 1.8513 0.5866 0.1514
C 2.7633 0.4888 -0.7308
C 2.4945 0.3979 -2.1645
C 3.6093 0.3781 -3.0059
C 3.5062 0.3076 -4.3820
C 2.2224 0.2492 -4.9342
C 1.1007 0.2565 -4.1379
C 1.1740 0.3280 -2.7205
O 0.0943 0.3147 -2.0228
H -0.8616 0.7165 3.3350
H -0.0933 1.2734 6.6997
H 2.2524 1.4066 7.4964
H 4.1229 1.1812 5.8676
H 3.5916 0.8481 3.4591
H 3.8060 0.4791 -0.4028
H 4.5916 0.4175 -2.5428
H 4.3883 0.2935 -5.0089
H 2.1030 0.1925 -6.0119
H 0.1063 0.2009 -4.5636
C -3.3824 -0.3238 -0.1692
N -2.3741 0.7386 -0.1256
C -2.7981 1.9492 -0.1680
C -1.9073 3.0780 -0.1326
C -2.2071 4.4383 -0.1363
C -0.9692 5.0968 -0.0963
C 0.0005 4.0870 -0.0776
N -0.5523 2.8653 -0.0994
C -3.9634 -0.5783 1.2019
C -3.1156 -0.9110 2.2600
C -3.6322 -1.1122 3.5280
C -5.0005 -0.9999 3.7594
C -5.8484 -0.6824 2.7113
C -5.3264 -0.4697 1.4383
H -2.8972 -1.2330 -0.5310
H -4.1805 -0.0589 -0.8715
H -3.8714 2.1587 -0.2373
H -3.1948 4.8755 -0.1549
H -0.7896 6.1612 -0.0798
H 1.0760 4.1973 -0.0494
H -2.0527 -1.0192 2.0815
H -2.9569 -1.3529 4.3391
H -5.3986 -1.1566 4.7550
H -6.9153 -0.5901 2.8796
H -5.9869 -0.2096 0.6175
O 0.7402 -9.4657 1.0053
C 0.2894 -8.7894 -0.0983
O -0.0015 -9.4372 -1.0748
C 0.0952 -7.3361 0.0592
C 0.5503 -6.5950 1.1589
C 0.3362 -5.2393 1.2555
C -0.3587 -4.5093 0.2552
S -0.6296 -2.8207 0.3776
C -0.7986 -5.2799 -0.8535
C -0.5806 -6.6353 -0.9469
H 0.8199 -8.8368 1.7289
H 1.1186 -7.0578 1.9639
H 0.7081 -4.6899 2.1113
H -1.3225 -4.7590 -1.6454
H -0.9346 -7.1881 -1.8085
```

Calculated values
Net charge ... -2
Frontier orbital gap ... 6.2 eV
Highest occupied orbital energy ... -0.066 Eh
Calculated total energy ... -2466.90948 a.u.
Strongest force on any atom ... 0.7 eV/Å
Lowest unoccupied orbital energy ... 0.1620 Ha


Entry 2:
Density functional theory data (wB97M-V/def2-TZVPD) for C3H5N3 in the gas phase.

```
11
Properties=species:S:1:pos:R:3
N 1.9584 -0.1121 0.2615
C 0.6272 -0.2860 -0.0378
C -0.1117 0.8337 -0.3362
N -1.4147 0.4442 -0.0887
C -1.3756 -0.8652 0.2364
N -0.1563 -1.3664 0.2450
H 2.6972 -0.7463 0.0081
H 2.0870 0.8884 0.2531
H 0.1411 1.5757 -1.0778
H -2.1840 1.0767 0.0503
H -2.2737 -1.4114 0.4742
```

Calculated values
Net charge ... 0
SMILES string ... Nc1c[nH]cn1
Frontier orbital gap ... 8.8 eV
Highest occupied orbital energy ... -0.284 Eh
Calculated total energy ... -281.56149 a.u.
Strongest force on any atom ... 1.1 eV/Å
Lowest unoccupied orbital energy ... 0.0385 Ha
Energy relative to the best compared isomer or geometry (same formula, charge and spin) ... 0.777 eV


> The highest frontier orbital gap belongs to which entry?

C3H5N3


> Which value of net charge does entry 2 give?

0


Repeat the second record exactly.
Density functional theory data (wB97M-V/def2-TZVPD) for C3H5N3 in the gas phase.

```
11
Properties=species:S:1:pos:R:3
N 1.9584 -0.1121 0.2615
C 0.6272 -0.2860 -0.0378
C -0.1117 0.8337 -0.3362
N -1.4147 0.4442 -0.0887
C -1.3756 -0.8652 0.2364
N -0.1563 -1.3664 0.2450
H 2.6972 -0.7463 0.0081
H 2.0870 0.8884 0.2531
H 0.1411 1.5757 -1.0778
H -2.1840 1.0767 0.0503
H -2.2737 -1.4114 0.4742
```

Calculated values
Net charge ... 0
SMILES string ... Nc1c[nH]cn1
Frontier orbital gap ... 8.8 eV
Highest occupied orbital energy ... -0.284 Eh
Calculated total energy ... -281.56149 a.u.
Strongest force on any atom ... 1.1 eV/Å
Lowest unoccupied orbital energy ... 0.0385 Ha
Energy relative to the best compared isomer or geometry (same formula, charge and spin) ... 0.777 eV